# 1
Below is a cluster of 7 separate species, C28H56O13 in total, with properties calculated with wB97M-V/def2-TZVPD.

```
97
Properties=species:S:1:pos:R:3:forces:R:3
C -13.5101 -1.6303 0.3659 0.6 0.0 0.0
C -12.3062 -0.7446 0.7612 -0.6 -0.4 0.0
O -12.1018 0.3559 -0.1486 -0.9 -0.6 2.2
C -11.6692 0.1371 -1.3648 1.0 -1.9 -0.2
O -11.2910 -0.8914 -1.8853 -0.5 0.2 0.5
O -11.6461 1.3159 -1.8838 1.0 2.5 -3.9
C -11.2011 1.4591 -3.3000 -0.2 0.9 -0.1
H -13.4815 -2.5206 0.9941 0.0 -0.1 -0.1
H -13.4679 -1.9255 -0.6825 0.2 -0.1 0.1
H -14.4916 -1.1858 0.5305 0.2 0.4 0.1
H -11.3645 -1.2686 0.9249 -0.1 -0.4 -0.7
H -12.4945 -0.3510 1.7600 -0.2 0.7 -0.3
H -10.8949 2.4928 -3.4606 -0.1 0.2 0.8
H -11.9999 1.3586 -4.0349 -0.5 -0.5 0.6
H -10.3537 0.9042 -3.7028 -0.1 -0.8 1.1
C -1.5089 -5.3489 -6.2509 0.5 -0.5 -1.1
C -1.2743 -6.0798 -4.9509 -1.8 0.2 0.5
O 0.0185 -5.8172 -4.5260 3.1 0.9 1.6
C 0.3299 -5.7897 -3.1997 -1.0 0.6 0.9
O -0.5047 -5.8981 -2.3199 1.1 0.0 -0.8
O 1.6551 -5.5354 -2.9972 -0.2 0.0 -1.1
C 2.1119 -5.1966 -1.6689 -1.7 -0.9 1.1
H -1.4035 -4.2648 -6.2083 0.0 0.0 0.7
H -2.5005 -5.5378 -6.6620 0.0 -0.2 0.1
H -0.7740 -5.6519 -6.9967 0.0 -0.2 -0.1
H -1.3541 -7.1656 -4.8999 -0.5 -0.1 -0.9
H -2.0504 -5.6986 -4.2872 0.3 0.0 0.7
H 3.1852 -5.0983 -1.5061 -0.1 0.2 -1.2
H 1.8351 -6.0108 -0.9992 -0.2 -0.2 0.0
H 1.5511 -4.3424 -1.2895 0.3 0.2 -0.2
C -2.6974 1.0713 -3.4402 0.0 0.7 -0.5
C -1.3280 0.5754 -3.0107 -1.6 0.0 1.0
O -1.0805 1.2346 -1.7646 1.6 1.3 0.8
C 0.2003 1.4107 -1.3707 1.9 -1.7 -1.3
O 1.2103 1.0478 -1.9907 -2.2 1.0 1.1
O 0.2069 1.9332 -0.1560 -1.7 0.0 0.1
C 1.3698 2.1437 0.5809 1.7 0.1 0.2
H -2.6281 2.1415 -3.6350 0.2 0.1 -0.6
H -3.5251 1.0780 -2.7310 0.3 -0.9 0.4
H -2.9657 0.5295 -4.3471 -0.3 0.2 0.0
H -0.6197 0.8260 -3.8004 0.3 -0.5 0.4
H -1.4319 -0.4566 -2.6754 0.6 -0.4 -0.9
H 1.7668 3.1313 0.3461 0.0 0.0 0.1
H 2.1655 1.4205 0.4017 -0.2 -0.2 -0.5
H 1.1923 2.0603 1.6531 -0.7 0.2 -0.2
C 2.8783 7.5884 10.0482 -0.1 0.0 1.1
C 3.2463 7.5610 11.5333 -1.0 0.6 1.1
C 3.3691 6.0376 11.8743 -1.1 2.3 0.7
O 3.8630 5.5474 10.7201 1.9 -1.8 -3.0
C 3.7226 6.4375 9.6145 0.2 -0.1 -0.9
H 3.1268 8.5059 9.5148 0.0 0.0 0.2
H 1.8347 7.3292 9.8699 -0.1 0.2 0.2
H 2.5878 8.1153 12.2020 -0.4 -0.2 -0.1
H 4.1866 8.0963 11.6648 0.4 -0.5 0.0
H 2.4430 5.4810 12.0182 -0.6 0.6 0.7
H 4.0097 5.9034 12.7459 0.3 -0.3 -0.1
H 3.2011 6.0232 8.7516 0.4 -0.9 0.1
H 4.7003 6.7812 9.2768 0.2 -0.2 0.1
C -3.9396 -1.3418 3.7259 0.3 -0.6 0.3
C -3.6721 -2.3389 2.5975 0.2 -0.9 -0.6
C -4.0905 -3.6453 3.2780 -1.5 1.0 0.1
O -3.5956 -3.4669 4.5830 1.0 -0.7 1.7
C -3.3619 -2.0997 4.9305 -0.6 0.5 -1.3
H -5.0268 -1.3581 3.8017 -0.1 0.5 0.2
H -3.5632 -0.3203 3.6707 0.0 -0.1 -0.4
H -2.6516 -2.6276 2.3457 0.5 1.2 0.0
H -4.1893 -2.0865 1.6718 -0.1 -0.2 0.1
H -3.8044 -4.5975 2.8314 0.8 0.2 0.1
H -5.1741 -3.7288 3.3608 -0.4 0.1 -0.1
H -2.3092 -1.8333 5.0254 0.3 -0.5 0.0
H -3.8335 -1.7965 5.8652 -0.3 -0.5 0.1
C 4.7301 1.4768 -9.3770 1.0 1.3 -0.6
C 3.8296 0.9700 -8.2843 -1.1 -0.1 0.8
C 4.2007 -0.5187 -8.1880 0.3 1.9 -1.7
O 5.5145 -0.4824 -8.7935 2.1 -2.6 0.7
C 6.0747 0.7769 -9.1817 -3.0 0.2 0.9
H 4.9233 2.5489 -9.3407 -0.6 0.2 -0.3
H 4.4009 1.1467 -10.3623 -0.4 0.3 0.0
H 2.7663 1.1048 -8.4825 -0.1 -0.1 -0.5
H 3.9142 1.4951 -7.3329 0.7 0.0 0.1
H 3.5657 -1.0777 -8.8753 0.0 -0.2 0.0
H 4.0793 -0.9755 -7.2058 0.8 0.1 0.1
H 6.6554 0.7558 -10.1039 -0.1 -0.7 0.1
H 6.6318 1.3170 -8.4161 0.3 -0.5 0.4
C 10.9655 0.7795 2.4554 0.0 0.3 -0.7
C 9.5375 0.1904 2.5750 0.3 0.1 0.0
C 9.5787 -1.1000 1.7271 1.3 0.4 1.5
O 10.9707 -1.3022 1.3371 -0.6 1.0 -0.6
C 11.6737 -0.0170 1.3606 -0.6 -1.7 0.5
H 11.4315 0.6577 3.4332 0.3 0.4 -0.3
H 11.0163 1.7882 2.0455 -0.3 0.4 0.9
H 8.6893 0.8331 2.3390 0.3 0.3 -0.4
H 9.3624 -0.0751 3.6175 0.1 0.0 0.0
H 8.8310 -1.0554 0.9352 0.4 -0.4 -0.3
H 9.4177 -1.8600 2.4916 -0.5 -0.7 -0.8
H 11.6806 0.4957 0.3987 -0.6 0.0 -0.2
H 12.7228 -0.2560 1.5349 0.0 0.0 0.4
```
Forces are in eV/Å.

As for the gap between HOMO and LUMO: 9.78 eV. The total charge is 0. The energy above the lowest of the compared OMol25 structures with the same formula, charge and spin is 3.880 eV. The SMILES is CCOC(=O)OC.CCOC(=O)OC.CCOC(=O)OC.C1CCOC1.C1CCOC1.C1CCOC1.C1CCOC1. As for the multiplicity: 1.

Mulliken atomic charge list, values in e, 2 entries:
1. C -1.01
2. C -0.26


# 2
Below is a cluster of 6 separate species, C28H56O14S in total, with properties calculated with wB97M-V/def2-TZVPD.

```
99
Properties=species:S:1:pos:R:3:forces:R:3
C -3.2441 0.2462 2.8984 0.1 0.0 -0.1
C -2.2767 1.3883 2.5899 0.0 0.0 0.2
O -2.8506 2.2537 1.6057 0.0 -0.3 -0.2
C -1.9241 3.0346 0.8768 -0.1 0.3 0.1
C -2.0737 2.8630 -0.6314 0.3 0.0 0.2
C -1.7213 1.4976 -1.1984 -0.3 0.1 0.2
C -2.5216 0.3017 -0.7098 0.0 0.0 -0.1
C -2.2461 -0.8897 -1.6234 0.2 0.1 0.3
C -0.7471 -1.2557 -1.5960 -0.4 -0.1 -0.1
S 0.3289 -0.1126 -0.7632 0.5 -0.7 0.4
O 0.3167 -0.4215 0.6380 -0.2 0.2 0.0
O 1.5998 -0.1467 -1.4252 -0.1 0.4 -0.1
O -0.2812 1.3265 -0.9609 0.0 0.0 -0.4
H -2.7414 -0.7193 2.8273 0.0 0.0 0.1
H -4.0403 0.2442 2.1535 0.0 0.0 0.0
H -3.6868 0.3405 3.8878 0.0 0.0 0.0
H -1.3229 0.9975 2.2252 0.0 0.0 -0.1
H -2.0763 1.9658 3.5003 0.1 0.0 0.0
H -2.1088 4.0906 1.1088 0.0 0.0 0.0
H -0.8972 2.8245 1.1906 0.0 -0.2 -0.1
H -1.3896 3.5830 -1.0918 -0.1 0.0 -0.1
H -3.0849 3.1307 -0.9447 0.0 -0.1 0.0
H -1.8394 1.5404 -2.2860 0.1 0.1 0.0
H -2.2722 0.0344 0.3129 0.1 0.1 0.1
H -3.5758 0.5768 -0.7123 0.0 0.0 -0.1
H -2.5447 -0.6376 -2.6412 0.0 -0.1 0.0
H -2.8046 -1.7602 -1.2835 -0.1 0.0 -0.1
H -0.3335 -1.4244 -2.5878 0.1 0.1 0.0
H -0.6090 -2.1548 -0.9953 0.1 0.0 0.0
C -5.3427 3.8199 3.3525 0.1 0.1 0.1
C -5.9535 2.5130 3.8050 0.0 0.0 -0.1
O -5.3464 2.0219 5.0067 -0.1 -0.1 0.0
C -5.7354 2.4110 6.2410 0.1 0.1 0.0
C -6.6932 3.5705 6.3902 -0.1 -0.1 0.0
O -5.2602 1.8530 7.1899 0.0 0.0 0.0
H -5.5140 4.6214 4.0721 -0.1 0.0 0.0
H -5.7692 4.1218 2.3952 0.0 0.0 0.0
H -4.2683 3.6929 3.2246 0.0 0.0 -0.1
H -7.0363 2.5785 3.9198 0.0 0.0 0.0
H -5.7553 1.7353 3.0697 0.0 0.0 0.0
H -6.1062 4.4817 6.5064 0.0 0.0 0.0
H -7.2649 3.4130 7.3005 0.1 0.0 0.0
H -7.3786 3.7023 5.5582 0.0 0.0 0.0
C 1.4870 1.3175 -4.1977 -0.1 0.1 -0.1
C 2.6801 0.6675 -4.8602 0.0 0.0 0.1
O 2.3526 0.1244 -6.1469 0.1 0.0 0.0
C 2.3670 0.8599 -7.2784 -0.1 0.0 0.0
C 2.5284 2.3610 -7.1928 0.2 0.0 0.0
O 2.1937 0.3015 -8.3259 0.0 0.0 0.0
H 1.1206 2.1751 -4.7648 0.1 0.0 0.0
H 1.7536 1.6430 -3.1945 0.0 0.0 0.0
H 0.6748 0.5938 -4.1190 0.0 0.0 0.0
H 3.5305 1.3458 -4.9324 0.0 0.0 0.0
H 3.0062 -0.1916 -4.2765 0.0 0.0 0.0
H 1.5343 2.8070 -7.1544 0.0 0.0 0.0
H 3.0177 2.6938 -8.1040 -0.1 0.0 0.0
H 3.0986 2.7083 -6.3365 0.0 0.0 0.0
C -3.5761 -6.9082 -1.9674 0.0 0.0 0.1
C -2.7762 -5.6820 -2.3488 0.0 -0.1 0.0
O -2.8427 -4.6578 -1.3444 0.1 0.1 -0.1
C -2.0245 -4.6325 -0.2710 -0.1 -0.1 0.1
C -1.1376 -5.8155 0.0303 0.1 0.1 -0.1
O -2.0647 -3.6688 0.4467 0.0 0.1 -0.1
H -3.1762 -7.3882 -1.0743 0.0 0.0 0.0
H -3.5576 -7.6332 -2.7813 0.0 0.0 0.0
H -4.6118 -6.6339 -1.7688 0.0 0.0 0.0
H -1.7383 -5.9241 -2.5782 0.0 0.0 0.0
H -3.1988 -5.2128 -3.2355 0.0 0.0 0.0
H -1.6735 -6.4743 0.7140 0.0 0.0 0.0
H -0.2509 -5.4460 0.5382 0.0 0.0 0.1
H -0.8352 -6.3889 -0.8407 0.0 0.0 0.0
C 4.5005 -1.5741 -0.8627 0.1 0.0 0.0
C 4.3043 -3.0313 -0.5097 0.0 0.0 0.0
O 5.4699 -3.8317 -0.7564 0.0 -0.1 0.1
C 6.4794 -3.9438 0.1349 0.0 0.1 -0.1
C 6.5116 -3.0422 1.3444 -0.1 -0.1 0.1
O 7.3543 -4.7338 -0.0969 0.0 0.0 0.0
H 5.2677 -1.1067 -0.2461 0.0 0.0 0.0
H 3.5624 -1.0366 -0.7224 0.1 0.0 0.0
H 4.8046 -1.4794 -1.9067 0.0 0.0 0.0
H 3.9710 -3.1556 0.5218 0.0 0.0 0.0
H 3.5414 -3.4791 -1.1465 0.0 0.0 0.0
H 7.0861 -2.1501 1.0986 0.0 0.1 0.0
H 7.0220 -3.5767 2.1414 0.1 0.0 0.0
H 5.5356 -2.7228 1.6969 0.0 0.0 0.0
C 3.7027 3.7336 0.8197 0.1 0.0 0.0
C 3.4521 2.2679 1.1029 -0.1 0.1 0.0
O 4.6231 1.4719 0.8869 0.0 -0.1 0.0
C 5.5688 1.2915 1.8284 0.1 0.1 -0.1
C 5.5424 2.1247 3.0878 -0.1 -0.1 0.1
O 6.4478 0.5018 1.6088 0.0 0.0 0.0
H 4.4408 4.1577 1.5010 0.0 0.0 0.0
H 2.7755 4.2980 0.9263 0.0 0.0 0.0
H 4.0731 3.8599 -0.1976 0.0 0.0 0.0
H 3.0552 2.1046 2.1053 0.0 0.0 0.0
H 2.7173 1.8668 0.4058 0.1 0.0 0.0
H 6.1601 3.0078 2.9226 0.0 0.0 0.0
H 5.9906 1.5382 3.8849 0.1 0.0 0.0
H 4.5516 2.4447 3.3959 0.0 0.0 0.0
```
Forces are in eV/Å.

As for the gap between HOMO and LUMO: 9.87 eV. The total charge is 0. The SMILES is CCOCC[C@@H]1CCCS(=O)(=O)O1.CCOC(C)=O.CCOC(C)=O.CCOC(C)=O.CCOC(C)=O.CCOC(C)=O. As for the multiplicity: 1.

Mulliken atomic charge list, values in e, 2 entries:
1. C -1.34
2. C -0.08